1.
A structure of composition ClH10O5 in a non-equilibrium geometry, computed with ωB97M-V with the def2-TZVPD basis set.

Each line ends with the natural charge from an NBO analysis.
Positions of all 16 atoms, in Å:
Cl 0.10676 0.01024 0.22104  -0.46
O 2.04606 1.25044 1.03158  -0.97
H 2.40403 1.75689 0.30246  0.44
H 1.37710 0.69448 0.63203  0.39
O -1.56833 -1.83187 -0.88687  -0.95
H -1.01089 -2.46122 -0.42925  0.45
H -1.25134 -0.97610 -0.59807  0.45
O 1.24579 -2.04436 1.00965  -0.98
H 1.35637 -2.39127 0.12440  0.44
H 0.71920 -1.25352 0.89346  0.41
O -0.68472 2.28771 1.19016  -0.97
H -1.62662 2.14762 1.09312  0.44
H -0.29229 1.44382 0.96639  0.43
O -1.21893 0.21143 -1.97367  -0.97
H -0.74778 0.18934 -1.14076  0.40
H -0.85440 0.96637 -2.43566  0.45

Cartesian forces (eV/Å) of the 3 atoms listed first:
-2.816 -0.715 -0.879
3.212 1.982 1.437
0.136 0.206 -0.053

Calculated values
Total charge: -1
Relative energy (zero: lowest compared OMol25 entry of this formula, charge and spin) (eV): 4.856
Gap between HOMO and LUMO (eV): 9.97

***

2.
A structure of composition C3H8F2O3STl in a non-equilibrium geometry, computed with ωB97M-V with the def2-TZVPD basis set.

Each line ends with the natural charge from an NBO analysis.
Positions of all 18 atoms, in Å:
Tl -3.03576 -0.39751 -5.45236  1.00
F -1.46126 -4.11367 -2.77210  -0.18
F -7.31218 1.64298 -6.18313  -0.15
O -0.16706 1.26076 -0.68773  -0.82
S 1.09750 1.48347 0.06772  2.32
O 1.78670 2.70091 -0.13097  -0.83
O 0.84744 1.38453 1.64402  -0.65
C 0.48090 0.08625 2.25071  -0.09
C -0.71795 -0.67711 1.74562  -0.64
C 2.33655 0.12618 -0.19158  -0.86
H 0.28866 0.37568 3.28385  0.23
H 1.29512 -0.63589 2.31120  0.20
H -0.65752 -1.20906 0.79616  0.22
H -1.61406 -0.05809 1.70215  0.24
H -0.77233 -1.49342 2.46589  0.24
H 2.72556 0.26869 -1.19978  0.26
H 1.76332 -0.80058 -0.21648  0.24
H 3.11629 0.05581 0.56681  0.27

Cartesian forces (eV/Å) of the 3 atoms listed first:
-0.074 -0.024 0.030
-0.052 0.183 -0.053
0.145 -0.083 0.053

Calculated values
Total charge: +1
Relative energy (zero: lowest compared OMol25 entry of this formula, charge and spin) (eV): 6.603
Gap between HOMO and LUMO (eV): 1.55

***

3.
A structure of composition C36H27ClCsF3IN2OPS in a non-equilibrium geometry, computed with ωB97M-V with the def2-TZVPD basis set.

Each line ends with the Löwdin charge.
Positions of all 74 atoms, in Å:
Cs -3.22271 -0.42686 0.00985  0.80
F -3.05004 -3.11348 -6.78358  0.08
C -2.16572 -2.59896 -5.84718  -0.52
F -0.90269 -2.76218 -6.44009  0.05
F -2.37518 -1.27444 -5.89016  0.09
C -2.15533 -3.21822 -4.48201  -0.17
C -1.41837 -4.36654 -4.38140  -0.05
C -1.17975 -4.91560 -3.11831  -0.08
C -1.73745 -4.26856 -2.00995  -0.16
N -2.48563 -3.17996 -2.12231  -0.01
C -2.82580 -2.71620 -3.31851  -0.82
S -4.08674 -1.55973 -3.41572  0.43
H -1.00648 -4.91219 -5.20902  0.11
H -0.64434 -5.81961 -3.00150  0.07
H -1.50167 -4.57604 -0.99976  0.09
C 0.77840 -0.93134 -3.35634  -0.05
C 2.09147 -1.23379 -2.65842  -0.25
C 2.97405 -2.17126 -3.16998  -0.07
C 4.22314 -2.39675 -2.59551  -0.11
C 4.59959 -1.70184 -1.44246  -0.11
C 3.71560 -0.79690 -0.87132  -0.11
C 2.42656 -0.67701 -1.40353  -0.30
P 1.18617 0.28654 -0.50569  1.10
C 1.52013 0.15736 1.26333  -0.34
C 2.18094 -0.97125 1.71495  -0.14
C 2.64436 -1.01515 3.01075  -0.13
C 2.33040 -0.01745 3.91034  -0.10
C 1.50166 1.05410 3.47452  -0.05
C 1.08109 1.16652 2.14962  -0.28
C 0.25408 2.32921 1.76332  -0.05
C 1.65261 1.98298 -0.87556  -0.39
C 2.76758 2.54833 -0.31094  -0.16
C 3.16353 3.84856 -0.64309  -0.17
C 2.48662 4.55705 -1.67043  -0.14
C 1.28865 4.03543 -2.19718  -0.08
C 0.84490 2.72325 -1.77440  -0.38
C -0.30547 2.15508 -2.32158  -0.09
H 0.69178 -1.75083 -4.03411  0.05
H 0.81708 0.05377 -3.84501  0.09
H -0.10905 -0.95418 -2.68007  0.06
H 2.70915 -2.79368 -4.00961  0.10
H 4.88225 -3.12414 -3.02865  0.08
H 5.51296 -2.03900 -0.87176  0.11
H 3.96617 -0.22429 0.00642  0.09
H 2.24517 -1.88527 1.10906  0.12
H 3.25840 -1.86921 3.29723  0.09
H 2.63946 -0.07161 4.95579  0.09
H 1.21641 1.80169 4.21608  0.11
H -0.39736 2.64014 2.62560  0.09
H -0.42367 2.05882 0.93075  0.08
H 0.82126 3.22994 1.47963  0.09
H 3.28209 1.99852 0.46278  0.09
H 4.00689 4.33168 -0.13037  0.06
H 2.88853 5.53354 -2.06797  0.09
H 0.66541 4.45631 -2.98574  0.08
H -0.57157 1.09084 -2.27748  -0.03
H -0.86924 2.81387 -2.94356  0.00
Cl -2.79570 2.40757 7.40400  0.64
C -3.10565 2.27108 5.73304  -0.69
C -3.55239 3.39971 5.03186  -0.19
C -3.93898 3.34568 3.66853  -0.70
I -4.81242 4.87532 2.60464  0.86
C -3.69388 2.08751 2.91531  -0.44
O -4.01679 2.06457 1.68420  -0.25
C -3.05454 0.93661 3.61291  -0.17
N -2.89252 -0.20500 2.93058  -0.02
C -2.49527 -1.29597 3.54965  -0.17
C -2.21182 -1.27022 4.91759  -0.06
C -2.38761 -0.09334 5.65680  -0.04
C -2.88107 1.04753 5.02621  -0.20
H -3.67356 4.34096 5.57618  0.08
H -2.38482 -2.21578 2.93663  0.11
H -1.95100 -2.18927 5.36633  0.08
H -2.03228 -0.02694 6.69575  0.09

Cartesian forces (eV/Å) of the 3 atoms listed first:
0.164 0.224 -0.737
0.641 -0.138 0.988
0.250 1.080 -1.322

Calculated values
Total charge: -2
Relative energy (zero: lowest compared OMol25 entry of this formula, charge and spin) (eV): 0.337
Gap between HOMO and LUMO (eV): 3.72

***

4.
The molecule C4H4N2O in a non-equilibrium geometry, computed with ωB97M-V with the def2-TZVPD basis set.

Each line ends with the natural charge from an NBO analysis.
Positions of all 11 atoms, in Å:
C -0.75146 0.64486 0.14564  -0.67
C 0.68551 0.31067 0.04424  0.54
N 1.58447 1.33349 -0.21489  -0.30
N 2.81246 0.99654 0.23171  -0.20
C 3.14708 -0.19839 -0.04470  0.11
C 2.32255 -1.23103 -0.20685  0.00
O 1.06261 -0.94641 0.34350  -0.44
H -1.30211 0.15557 -0.65740  0.24
H -0.86650 1.72167 0.07016  0.25
H -1.15676 0.29180 1.09380  0.24
H 2.48854 -2.23733 -0.52424  0.22

Cartesian forces (eV/Å) of the 3 atoms listed first:
-0.051 -0.164 -0.156
2.784 2.734 -0.777
-3.572 -2.130 0.398

Calculated values
SMILES: CC1=NN=C=CO1
Relative energy (zero: lowest compared OMol25 entry of this formula, charge and spin) (eV): 4.747
Gap between HOMO and LUMO (alpha / beta) (eV): 8.11 / 8.12

***

5.
The molecule C6H10O in a non-equilibrium geometry, computed with ωB97M-V with the def2-TZVPD basis set.

Each line ends with the natural charge from an NBO analysis.
Positions of all 17 atoms, in Å:
C -2.08098 -0.68475 0.28225  -0.61
C -0.97425 0.12486 -0.46690  0.09
O -0.64726 1.41328 -0.03679  -0.61
C 1.24295 1.57621 -0.41482  -0.03
C 1.57220 0.15662 -0.29902  -0.33
C 1.06167 -0.51555 0.93935  -0.42
C 0.28505 -0.68880 -0.31196  -0.19
H -3.06317 -0.21546 0.20303  0.22
H -1.85285 -0.85600 1.34100  0.21
H -2.16793 -1.68623 -0.18061  0.21
H -1.29651 0.15470 -1.52211  0.15
H 1.79552 2.05960 -1.25882  0.20
H 1.14327 2.23867 0.41796  0.21
H 2.40642 -0.26262 -0.86366  0.24
H 0.65718 0.19044 1.65938  0.23
H 1.61468 -1.35823 1.32875  0.22
H 0.30401 -1.64675 -0.81702  0.22

Cartesian forces (eV/Å) of the 3 atoms listed first:
0.020 0.365 0.068
0.291 -0.437 -0.281
1.487 0.173 -0.894

Calculated values
Relative energy (zero: lowest compared OMol25 entry of this formula, charge and spin) (eV): 2.853
Gap between HOMO and LUMO (eV): 9.86

***

6.
A structure of composition C12H36F2O6Pb in a non-equilibrium geometry, computed with ωB97M-V with the def2-TZVPD basis set.

Each line ends with the natural charge from an NBO analysis.
Positions of all 57 atoms, in Å:
Pb -0.26159 -0.11816 0.34314  1.81
F -1.92129 0.37013 -1.73713  -0.60
F 0.40226 -1.68454 2.40566  -0.55
C 3.00304 2.41269 0.88384  -0.64
C 1.84573 2.40448 1.86902  -0.08
O 1.19708 1.13411 2.04236  -0.78
H 2.56108 2.53882 -0.10453  0.21
H 3.68343 1.57831 1.05405  0.22
H 3.61933 3.28249 1.11131  0.23
H 1.19733 3.27576 1.77654  0.19
H 2.26189 2.71148 2.82853  0.19
H 1.42020 0.71657 2.87751  0.52
C 2.16468 2.57176 -3.28859  -0.63
C 0.92876 2.84040 -2.50267  -0.06
O 0.59371 1.59091 -1.80779  -0.79
H 2.15282 1.72409 -3.97374  0.23
H 2.85679 2.44380 -2.45629  0.20
H 2.33945 3.51532 -3.80554  0.23
H 0.07601 3.15313 -3.10525  0.18
H 1.06365 3.68323 -1.82478  0.17
H -0.30847 1.40034 -2.07493  0.52
C -3.15897 2.75415 3.12637  -0.64
C -2.93443 1.73007 2.03797  -0.07
O -1.64659 1.86953 1.47070  -0.75
H -2.44518 2.46146 3.89638  0.21
H -4.12580 2.74495 3.62961  0.24
H -2.95481 3.78959 2.85380  0.21
H -3.74309 1.94754 1.34021  0.17
H -2.99978 0.71767 2.43655  0.20
H -1.54475 2.72743 1.05212  0.50
C 0.62401 -3.91141 -2.16127  -0.66
C -0.23087 -3.49399 -0.97116  -0.08
O -0.73888 -2.18414 -1.12429  -0.77
H 0.69893 -4.96989 -2.41051  0.24
H 1.61760 -3.46724 -2.10116  0.21
H 0.31152 -3.59467 -3.15632  0.23
H 0.18464 -3.50924 0.03642  0.20
H -1.00191 -4.25913 -0.88077  0.18
H -1.62750 -2.14837 -1.48580  0.51
C -4.36128 -2.73871 1.66234  -0.64
C -2.97829 -2.39442 1.18997  -0.07
O -2.71805 -1.08184 0.74651  -0.77
H -5.04548 -2.09383 1.11088  0.21
H -4.52600 -2.52630 2.71868  0.22
H -4.56588 -3.78332 1.42779  0.24
H -2.74405 -2.98658 0.30534  0.15
H -2.22087 -2.59044 1.94893  0.20
H -3.46898 -0.75122 0.24811  0.50
C 3.14733 -0.75197 -2.00536  -0.65
C 3.21680 -1.28162 -0.62565  -0.07
O 2.02222 -1.29759 0.01908  -0.76
H 2.54623 -1.34358 -2.69585  0.22
H 4.16921 -0.73954 -2.38448  0.23
H 2.81533 0.28355 -2.08000  0.23
H 3.68359 -0.49281 -0.03574  0.16
H 3.68427 -2.22790 -0.35340  0.18
H 2.18390 -1.95131 0.70328  0.51

Cartesian forces (eV/Å) of the 3 atoms listed first:
-0.635 -0.872 -0.033
1.113 -0.119 1.266
-0.508 1.040 -1.477

Calculated values
Total charge: +1
Gap between HOMO and LUMO (alpha / beta) (eV): 10.84 / 5.11
Multiplicity: 2